76
Properties=species:S:1:pos:R:3:forces:R:3 method="wB97M-V/def2-TZVPD" homo_lumo_gap_ev="4.211 / 4.285" total_charge=+2 de_lowest_kj_mol=156.7 e_tot_ha=-8861.8857
W 0.70606 0.23317 0.23338 -3.0524 6.0318 -2.6897
N 0.48986 -0.11183 4.50108 0.2934 0.6069 -0.9215
C -0.53204 -1.02333 4.38198 -0.5625 -0.3634 -0.6539
C -1.11224 -1.86953 5.31008 -0.0441 -0.0384 -0.0161
C -2.18674 -2.62123 4.87988 0.1712 0.0985 0.1646
C -2.67624 -2.51033 3.57868 -0.0514 0.0894 -0.2701
C -2.09974 -1.67103 2.64498 0.0831 -0.0962 0.1068
C -0.98664 -0.94093 3.04688 0.0911 -0.1145 0.2942
N -0.21704 -0.00323 2.35648 1.3371 0.4003 1.4893
C 0.62936 0.49427 3.29708 -1.3774 -1.0814 -0.0943
C 1.31336 1.69967 2.98648 1.0320 1.7856 0.2142
C 2.02496 2.57837 3.77868 -0.5201 -0.6693 -0.8302
S 2.32126 4.03277 2.92588 -0.4249 -0.5541 0.0012
C 1.47306 3.41007 1.59128 -0.1491 -0.5437 -0.1786
N 1.02526 2.18087 1.71688 0.2798 -0.0316 0.6730
H 0.99886 0.09977 5.34428 -0.0004 0.0995 -0.0348
H -0.74904 -1.92093 6.32138 0.0331 -0.0515 0.2201
H -2.66844 -3.29113 5.57058 -0.0963 -0.1097 0.1177
H -3.53774 -3.09043 3.29418 -0.1367 -0.1037 -0.0514
H -2.49534 -1.60033 1.64468 -0.0104 0.0447 0.0282
H 2.34856 2.44387 4.78788 0.1350 -0.0372 0.3332
H 1.33516 3.98017 0.69088 0.0758 0.1366 -0.2830
Br -3.93754 3.45047 1.48458 0.1573 -0.3678 -0.3179
C -3.32354 1.96507 0.50718 0.1969 -0.0980 -0.0582
C -4.13504 0.96037 0.11598 -0.1591 0.3757 0.3245
C -3.57534 -0.08143 -0.66802 0.6038 0.5012 0.2908
C -2.21424 -0.15793 -0.83072 0.1544 -0.7767 -0.0924
N -1.31124 0.69887 -0.29922 0.4649 -0.0579 1.1189
C -1.86204 1.98837 0.16098 0.3257 0.0857 0.1490
H -5.17534 0.93527 0.39978 -0.1106 0.0877 -0.0695
H -4.20674 -0.85323 -1.06952 -0.0485 -0.1533 -0.2088
H -1.80804 -1.00543 -1.37232 -0.0422 0.2730 0.0241
H -1.29284 2.33077 1.04708 -0.2933 -0.1328 -0.5549
O -2.23614 -3.17383 0.02788 0.2671 -0.4663 0.5914
S -0.87434 -3.06773 -0.37872 -0.8151 0.9608 -2.1324
O -0.64864 -2.84983 -1.78642 -0.1889 -1.0999 0.5569
N -0.13604 -1.70363 0.31878 1.8386 -2.0375 1.4589
C 1.04476 -2.12113 0.83838 -0.4462 2.4144 -0.2872
O 1.84376 -1.09023 1.07438 0.0854 -4.0437 0.7723
C 1.30216 -3.51013 0.90828 0.3933 -2.0380 0.3433
C 2.39036 -4.19893 1.47068 -0.6611 0.8029 -0.3152
C 2.35636 -5.57703 1.47158 -0.0906 -0.4451 -0.0150
C 1.28086 -6.28413 0.93558 0.0949 0.3885 0.0053
C 0.20836 -5.61493 0.34848 -0.2811 -0.1528 -0.1570
C 0.24166 -4.24593 0.33668 0.6392 1.1893 0.4409
H 3.21496 -3.65303 1.89818 0.1236 0.0677 0.0732
H 3.17436 -6.12603 1.90948 0.1053 -0.0511 0.0381
H 1.28076 -7.36203 0.96688 -0.0036 -0.0988 -0.0130
H -0.62004 -6.15323 -0.08422 -0.0632 -0.0924 -0.0522
N -1.34904 3.75987 -2.40912 -0.2091 0.3673 0.0424
C -0.29744 3.06587 -3.12932 0.5745 -0.0252 0.2847
P 1.11006 3.03307 -1.94012 -0.0962 -2.1371 -0.1794
O 1.36736 4.32827 -1.27172 0.0454 0.9819 0.0403
O 0.80016 1.88087 -0.93112 -0.1454 0.8335 -0.5845
C 2.74206 2.71597 -2.84502 -1.0245 -0.3877 -0.1323
N 3.73286 3.49867 -2.08792 0.5386 0.3573 0.3729
H -2.20044 3.80857 -2.96032 0.0995 0.0328 0.0590
H -1.05104 4.70587 -2.18642 -0.1889 -0.0277 -0.0382
H -1.69774 2.74157 -0.65652 -0.1496 -0.1440 0.3083
H 0.01606 3.54367 -4.06452 0.0616 -0.0176 0.0057
H -0.62124 2.04427 -3.34672 0.2534 0.0127 -0.0151
H 2.63206 3.13357 -3.84442 0.0938 0.0747 0.0084
H 3.04686 1.67057 -2.93092 -0.1121 0.1890 0.2331
H 3.18026 4.28837 -1.67532 0.3474 -0.0871 0.0110
H 4.51256 3.83227 -2.66292 -0.2137 -0.0288 0.1498
H 4.10346 2.92497 -1.30602 -0.2440 0.1318 -0.1604
Te 1.63186 -0.82053 -2.08692 0.8637 -0.7007 -1.4511
C 0.69616 -0.24123 -3.92352 0.0893 0.1719 0.6001
C -0.56104 -0.50083 -4.40282 0.4164 -0.1102 0.4837
C -0.79144 0.05117 -5.67832 0.0873 0.2800 -0.3044
C 0.28436 0.72627 -6.16682 0.1242 -0.0683 0.1918
S 1.62006 0.66317 -5.09582 -0.6452 -0.2554 0.4036
H -1.27784 -1.09893 -3.86912 -0.1234 -0.0921 0.1345
H -1.71394 -0.05423 -6.21692 -0.2132 -0.0037 -0.1413
H 0.37246 1.25187 -7.09522 0.0220 0.0163 -0.3362
Br 3.32646 1.04907 0.16898 0.3951 0.1029 0.4809